C6H8BeO6 as an isolated structure at a distorted geometry. Source: the Open Molecules 2025 dataset; level of theory: the ωB97M-V functional and the def2-TZVPD basis.

Its charge is 0. The energy above the lowest of the compared OMol25 structures with the same formula, charge and spin is 94.2 kJ/mol. Its LUMO energy is -0.022 Eh. The highest occupied orbital energy comes out at -9.270 eV. Its spin multiplicity is 1. For the molecular weight, the calculation gives 185.1 g/mol. The largest force on an atom comes out at 0.0838 hartree/bohr. The calculation puts the frontier orbital gap at 8.66 eV.

Positions of all 21 atoms, in Å:
1 O 2.431 0.963 0.855
2 C -0.140 -1.743 0.624
3 C 2.912 -0.075 0.087
4 O -0.660 -2.717 1.115
5 O 1.141 -1.802 0.302
6 C 1.873 -0.945 -0.608
7 H 3.560 -0.749 0.684
8 H 3.551 0.299 -0.741
9 H 2.382 -1.643 -1.285
10 H 1.172 -0.351 -1.204
11 H -1.859 2.392 -1.037
12 O -0.486 0.223 1.844
13 O -0.495 0.938 -0.448
14 C -1.759 1.301 -0.953
15 C -2.744 0.746 0.067
16 O -2.156 -0.497 0.472
17 C -0.831 -0.358 0.740
18 H -1.912 0.817 -1.931
19 H -3.719 0.513 -0.370
20 H -2.839 1.409 0.938
21 Be 0.577 1.279 0.850

Quick look at the Löwdin charges, all values in e: -0.224, -0.379, -0.342, 0.172, 0.049, -0.141, 0.125, 0.117, 0.132, 0.117, 0.136, 0.042, -0.142, -0.165, -0.109, 0.023, -0.439, 0.138, 0.140, 0.134, 0.615